# 1
Density functional theory data (wB97M-V/def2-TZVPD) for a 13-piece molecular cluster, C39H107N3O13 overall.

- LUMO energy (eV) = 0.626
- 2S+1 = 1
- E (a.u.) = -2692.3065
- energy above the lowest of the compared OMol25 structures with the same formula, charge and spin (kJ/mol) = 317.00

XYZ file:
```
162
Properties=species:S:1:pos:R:3:mulliken_charge:R:1
O -3.060 2.283 -3.467 -0.018
O 0.283 -0.190 -4.830 -0.490
O -0.050 0.796 3.379 0.026
O 1.325 -4.155 -1.526 -0.004
O -1.674 -6.002 1.242 -0.601
O 3.629 3.081 1.148 -0.550
O -2.482 2.700 1.997 -0.478
O -3.478 -3.350 -2.549 -0.328
O -1.157 -0.995 1.326 -0.586
O 2.561 2.539 -1.171 -0.089
O -6.747 0.979 -0.796 -0.491
O 2.396 2.355 3.564 -0.483
O 7.545 -0.415 6.123 -0.573
N -3.090 0.721 -0.165 0.868
N -0.599 -5.308 -3.821 -0.432
N -2.211 -0.431 -3.246 0.624
C 2.228 -5.156 -1.285 -0.148
C -4.487 0.257 -0.461 1.872
C -0.439 -5.921 1.968 1.237
C -2.295 -4.196 -2.451 -0.355
C -0.040 -1.607 0.719 0.710
C 0.673 -6.623 1.242 -0.810
C -0.697 -6.560 3.298 -1.669
C 2.364 -1.221 -5.263 -1.295
C -7.354 0.655 -1.983 -0.572
C -4.941 -0.427 0.811 -1.762
C 2.006 3.722 5.593 -1.399
C 0.457 -0.729 -0.391 -0.306
C -2.923 -4.822 -4.900 -1.564
C -0.657 0.690 4.690 1.335
C 1.853 3.667 4.038 0.464
C -2.214 3.977 1.363 0.556
C 5.716 3.520 0.227 -1.413
C 0.451 3.977 3.550 -0.757
C 3.579 3.561 -3.121 -1.197
C -3.546 4.549 0.900 -1.241
C -2.445 3.589 -3.621 -0.643
C -1.800 -4.404 -3.892 0.366
C -0.471 -0.722 5.123 -1.534
C 5.019 2.861 1.408 0.757
C 5.549 0.421 5.083 -1.126
C 1.079 3.602 -2.752 -0.824
C 1.675 -0.168 -4.427 0.402
C -4.274 -3.125 -1.396 -0.474
C -5.423 1.377 -0.931 -0.134
C -4.384 -0.249 -4.336 -0.621
C -2.610 1.546 -4.571 -1.264
C -1.190 3.920 0.272 -0.447
C 6.867 -0.293 4.878 0.320
C 2.467 3.633 -2.069 0.578
C -2.909 0.051 -4.426 0.544
C -2.112 1.160 4.914 -1.450
C 7.706 0.471 3.948 -1.091
C 5.342 3.690 2.659 -0.927
C 3.515 -4.954 -2.054 -1.377
H 0.829 -6.265 0.243 -0.294
H -0.550 4.798 0.155 0.611
H 8.696 0.087 3.888 0.386
H -3.386 5.483 0.399 0.427
H 5.202 4.470 -0.042 0.308
H -3.055 1.891 -5.530 0.364
H -1.414 3.517 -3.456 0.054
H -1.569 -5.837 0.302 0.274
H -5.252 2.291 -0.229 -0.108
H -5.965 -0.503 0.845 0.577
H -4.416 -1.355 1.010 0.315
H 4.697 3.380 3.474 0.036
H 2.008 0.857 -4.672 0.027
H 1.627 1.855 3.290 0.118
H 4.543 3.312 -2.687 0.340
H -1.431 -3.506 -4.268 0.209
H -4.495 -1.386 -4.363 0.079
H -0.347 -0.313 -1.062 -0.273
H -2.553 -5.181 -2.012 0.727
H 4.256 -5.685 -1.726 0.390
H 1.856 4.845 5.806 0.363
H -0.154 -4.863 2.113 -0.059
H 3.071 2.720 -0.340 0.273
H 7.282 0.571 2.937 0.271
H 6.802 3.578 0.212 0.458
H 3.208 2.649 1.889 0.049
H -0.768 -6.256 -3.444 0.224
H -2.337 0.934 5.945 0.520
H 0.796 -1.625 1.522 0.191
H 1.100 4.350 -3.505 0.398
H 5.396 4.792 2.506 0.282
H 1.140 -1.220 -1.014 0.343
H -1.561 1.557 -4.700 0.680
H 1.866 -1.181 -6.204 0.365
H -1.533 3.577 -0.724 -0.469
H 0.362 3.752 2.496 0.081
H -1.902 4.555 2.221 0.228
H 1.790 -0.178 -3.343 0.208
H -2.252 -1.435 -3.093 -0.222
H -1.671 -0.463 0.741 0.185
H 7.865 1.549 4.277 0.205
H -0.474 3.141 0.501 0.229
H -2.426 -5.099 -5.841 0.449
H 0.975 2.608 -3.082 0.191
H -2.312 2.208 4.734 0.273
H 0.204 5.038 3.793 0.410
H -2.775 1.494 -0.832 -0.701
H -3.487 -5.743 -4.573 0.288
H -3.634 -4.101 -5.211 0.286
H 1.693 -6.060 -1.605 0.315
H 2.454 -5.115 -0.197 0.198
H -0.530 0.194 2.805 -0.003
H -4.177 -3.972 -0.667 0.334
H 1.653 -6.692 1.828 0.365
H 2.324 -2.149 -4.780 0.245
H -2.410 -0.495 -5.309 0.412
H -2.914 4.342 -2.942 0.229
H 0.774 -4.315 -2.283 -0.035
H -2.550 -0.042 -2.342 -0.726
H -1.038 -1.449 4.508 0.261
H -8.420 0.443 -1.750 0.280
H -3.993 -2.107 -0.951 -0.041
H 6.344 3.414 3.013 0.322
H -0.305 -0.254 -4.029 0.087
H -0.360 -2.677 0.369 -0.574
H 0.342 -7.638 1.114 0.435
H -2.503 4.030 -4.629 0.335
H -1.564 -3.750 -1.778 -0.101
H -2.840 0.532 4.354 0.236
H 3.029 3.455 5.876 0.308
H -1.579 2.362 2.288 0.043
H 4.939 0.269 4.155 0.187
H -5.337 -3.076 -1.671 0.308
H -1.396 -6.082 3.944 0.404
H 1.284 3.056 6.103 0.234
H 5.655 1.415 5.369 0.422
H 0.946 0.158 0.090 -0.024
H -4.287 4.726 1.707 0.376
H 5.223 1.773 1.439 0.279
H 0.542 -1.070 5.151 0.366
H -0.879 -0.913 6.160 0.397
H -0.255 -5.385 -4.780 0.263
H -4.761 0.213 -3.470 -0.174
H -5.022 0.255 -5.092 0.473
H 3.458 -0.966 -5.438 0.329
H 0.321 3.946 -2.029 -0.152
H 6.817 -1.337 4.565 0.297
H -3.168 1.178 0.778 0.041
H 3.914 -3.919 -1.871 0.255
H -4.495 -0.460 -1.334 -0.896
H -4.619 0.173 1.654 0.392
H -5.183 1.715 -1.999 0.086
H -6.950 -0.263 -2.409 0.179
H 2.563 4.608 -1.516 0.278
H -0.783 -7.610 3.291 0.394
H 0.268 -6.455 3.834 0.403
H 3.257 2.754 -3.791 0.142
H 7.473 0.470 6.520 0.351
H 3.638 4.563 -3.542 0.384
H -3.900 3.832 0.167 -0.039
H 5.553 2.967 -0.775 0.122
H -0.224 3.331 4.100 0.075
H 3.309 -5.014 -3.085 0.324
H 0.007 1.320 5.245 -0.154
H -7.265 1.505 -2.691 0.294
H 4.982 -0.088 5.870 0.389
H 2.565 4.359 3.554 0.369
```

***

# 2
Density functional theory data (wB97M-V/def2-TZVPD) for C5H8O as an isolated structure.

- LUMO energy (eV) = 0.210
- 2S+1 = 1
- E (a.u.) = -270.4159
- energy above the lowest of the compared OMol25 structures with the same formula, charge and spin (kJ/mol) = 372.71

XYZ file:
```
14
Properties=species:S:1:pos:R:3:mulliken_charge:R:1
O -0.070 1.525 1.740 -0.625
C -0.849 -0.243 0.384 -0.099
C -1.857 0.352 -0.528 -1.012
C 1.502 -0.052 0.651 -0.353
C 1.030 -0.827 -0.571 -0.675
C 0.162 0.561 1.031 0.410
H -0.074 -1.195 -0.270 0.250
H 1.005 -0.248 -1.495 0.299
H 1.475 -1.812 -0.736 0.349
H -2.601 -0.359 -0.896 0.301
H 2.249 0.714 0.430 0.292
H -1.462 0.952 -1.360 0.317
H -2.368 1.059 0.143 0.306
H 1.893 -0.700 1.441 0.240
```

***

# 3
Density functional theory data (wB97M-V/def2-TZVPD) for an isolated ion of composition C10H9N2 and charge +1.

- LUMO energy (eV) = -5.364
- 2S+1 = 1
- SMILES = C#[N+]C1=NCc2cc(C)ccc21
- E (a.u.) = -495.6011
- total charge = +1
- energy above the lowest of the compared OMol25 structures with the same formula, charge and spin (kJ/mol) = 397.46

XYZ file:
```
21
Properties=species:S:1:pos:R:3:mulliken_charge:R:1
N -3.992 -0.668 -0.091 0.154
N -3.092 1.574 0.080 -0.490
C -0.771 1.121 -0.043 0.039
C -1.811 2.200 -0.057 -0.457
C -1.475 -0.088 -0.124 0.831
C 1.260 -0.211 0.044 0.712
C 0.461 -1.410 0.042 -0.857
C 0.611 1.043 0.171 -0.816
C -2.877 0.293 -0.036 0.000
C 2.752 -0.338 0.022 -1.461
C -4.773 -1.510 -0.019 0.164
C -0.901 -1.355 -0.050 -0.761
H 3.217 -0.733 0.842 0.390
H 1.168 1.864 0.329 0.559
H 0.844 -2.327 0.119 0.562
H -1.768 2.657 -0.989 0.306
H -1.834 2.907 0.776 0.359
H -5.461 -2.214 -0.250 0.480
H 3.104 0.665 0.034 0.393
H -1.468 -2.184 -0.011 0.481
H 2.963 -0.839 -0.825 0.413
```

***

# 4
Density functional theory data (wB97M-V/def2-TZVPD) for a 2-piece molecular cluster, C4H4O overall.

- LUMO energy (spin up / spin down) (eV) = -0.626 / -0.214
- 2S+1 = 1
- E (a.u.) = -229.7622
- energy above the lowest of the compared OMol25 structures with the same formula, charge and spin (kJ/mol) = 697.79

XYZ file:
```
9
Properties=species:S:1:pos:R:3:mulliken_charge:R:1
O 0.519 1.523 -0.429 -0.314
C 0.246 0.310 -0.085 0.017
C -0.865 1.288 -0.102 -0.104
C 0.701 -0.942 -0.382 -0.230
C 0.888 -2.121 -0.611 -0.232
H 1.263 -3.078 -0.464 0.390
H -1.338 1.515 0.814 0.262
H -1.460 1.218 -1.058 0.223
H 0.047 0.288 2.317 -0.011
```

***

# 5
Density functional theory data (wB97M-V/def2-TZVPD) for C13H26EuN6O6 as an isolated structure.

- LUMO energy (spin up / spin down) (eV) = -1.068 / -2.002
- 2S+1 = 8
- E (a.u.) = -2000.8644
- energy above the lowest of the compared OMol25 structures with the same formula, charge and spin (kJ/mol) = 0.00

XYZ file:
```
52
Properties=species:S:1:pos:R:3:mulliken_charge:R:1
Eu 0.405 -0.027 -1.569 1.344
O 1.517 -1.824 -4.571 -0.668
O -0.108 -3.061 -2.845 -0.815
O -0.531 1.875 1.301 -0.865
O 2.714 1.129 -2.214 -0.571
O -0.920 -0.613 1.718 -0.582
O -3.304 2.592 0.541 -0.630
N 2.954 -1.392 2.205 0.210
N -0.228 -2.515 -1.688 0.361
N 2.165 -1.177 0.165 0.270
N 1.907 1.914 -1.614 0.103
N -0.718 -1.226 0.511 0.409
N 0.408 1.835 0.398 0.579
C -1.570 -3.257 1.715 -1.527
C 3.711 3.272 -0.524 -1.327
C 3.328 -1.083 3.576 -0.960
C 1.468 2.685 0.534 0.187
C -0.994 -4.713 -0.790 -1.368
C 1.707 3.461 1.778 -1.502
C 2.802 -2.401 0.249 -0.858
C 3.305 -2.532 1.510 -0.339
C -0.719 -3.262 -0.664 0.326
C 2.265 -0.591 1.349 -0.158
C -1.511 0.952 -1.717 -1.205
C -1.002 -2.539 0.537 0.150
C 2.377 2.647 -0.549 0.636
H 4.092 3.325 -1.545 0.368
H -3.872 2.022 1.070 0.311
H 2.675 -0.300 3.973 0.327
H 2.845 -3.087 -0.598 0.436
H -0.527 -5.294 0.013 0.310
H -0.607 -5.052 -1.750 0.391
H 3.667 4.283 -0.104 0.390
H -2.073 -4.915 -0.758 0.314
H 0.828 -2.244 -4.001 0.387
H 3.880 -3.330 1.964 0.459
H 3.231 -1.985 4.193 0.340
H 4.371 -0.740 3.630 0.318
H 2.471 2.982 2.408 0.244
H -2.445 0.606 -1.246 0.245
H 4.420 2.691 0.080 0.270
H 1.049 -1.288 -5.241 0.287
H -0.849 -3.984 2.117 0.263
H -1.536 2.036 -1.958 0.303
H -1.849 -2.548 2.500 0.396
H -1.583 0.431 -2.717 0.400
H -0.779 0.404 1.507 0.478
H 2.067 4.465 1.537 0.435
H -2.393 2.364 0.869 0.348
H 1.877 0.394 1.628 0.078
H -2.455 -3.832 1.407 0.335
H 0.783 3.544 2.362 0.368
```

***

# 6
Density functional theory data (wB97M-V/def2-TZVPD) for an isolated ion of composition CH3N2OS and charge -1.

- LUMO energy (eV) = 4.201
- 2S+1 = 1
- SMILES = C/N=[N+](\[O-])[S-]
- E (a.u.) = -622.7867
- total charge = -1
- energy above the lowest of the compared OMol25 structures with the same formula, charge and spin (kJ/mol) = 19.11

XYZ file:
```
8
Properties=species:S:1:pos:R:3:mulliken_charge:R:1
S -2.729 -2.957 -0.692 -0.591
O -2.605 -0.386 -0.564 -0.661
N -1.848 -1.419 -0.562 0.667
N -0.596 -1.448 -0.427 -0.525
C -0.016 -0.201 0.086 -0.600
H 1.084 -0.286 -0.140 0.246
H -0.371 -0.207 1.105 0.233
H -0.527 0.661 -0.456 0.231
```

***

What is the formula in the first record?
C39H107N3O13

***

Which of these has the highest energy above the lowest of the compared OMol25 structures with the same formula, charge and spin?
C4H4O